Molecular formula: C28H82N6O10
Method: DFT, wB97M-V/def2-TZVPD

Each line ends with the Mulliken charge.
Positions of all 126 atoms, in Å:
C (0.773, -2.513, -2.092)  -2.03
C (-0.796, -2.554, -2.181)  3.19
C (-1.526, -2.155, -3.505)  -1.22
O (-1.358, -0.813, -3.891)  0.27
C (-1.980, -0.497, -5.089)  -0.96
N (-1.244, -3.813, -1.847)  -0.44
H (1.150, -2.994, -1.097)  0.06
H (1.341, -1.422, -2.158)  0.41
H (1.271, -2.901, -2.975)  0.61
H (-0.903, -1.672, -1.341)  -1.61
H (-2.560, -2.535, -3.308)  0.29
H (-0.969, -2.664, -4.360)  0.38
H (-3.090, -0.743, -5.151)  0.31
H (-1.759, -1.054, -6.006)  0.32
H (-1.918, 0.556, -5.298)  0.31
H (-1.114, -4.326, -2.618)  0.28
H (-2.194, -3.864, -1.560)  0.28
C (2.640, -0.364, 2.431)  -0.89
C (2.946, 1.163, 2.759)  -0.29
C (3.749, 1.926, 1.678)  -1.11
O (4.836, 1.209, 1.241)  -0.45
C (5.453, 1.692, 0.138)  -0.92
N (1.650, 1.869, 3.072)  -0.19
H (1.923, -0.750, 3.160)  -0.38
H (3.562, -0.853, 2.655)  0.72
H (2.208, -0.336, 1.387)  1.19
H (3.474, 1.160, 3.750)  0.76
H (3.774, 2.926, 1.992)  0.82
H (2.935, 2.062, 0.887)  0.07
H (6.394, 1.436, 0.185)  0.65
H (5.512, 2.749, 0.255)  0.15
H (4.717, 1.491, -0.615)  0.20
H (1.954, 2.783, 3.454)  0.31
H (1.098, 1.576, 3.950)  0.82
C (0.631, -4.150, 2.138)  -2.08
C (-0.586, -4.187, 1.222)  1.43
C (-1.594, -5.301, 1.397)  -1.22
O (-0.965, -6.515, 1.093)  -0.40
C (-1.803, -7.686, 1.376)  -0.67
N (-1.316, -2.889, 1.405)  1.05
H (1.211, -4.944, 1.648)  0.51
H (0.392, -4.333, 3.115)  0.44
H (1.001, -3.208, 1.876)  0.28
H (-0.210, -4.057, 0.320)  -0.30
H (-2.429, -5.156, 0.832)  0.58
H (-1.842, -5.568, 2.405)  0.56
H (-1.722, -8.020, 2.500)  0.24
H (-1.496, -8.474, 0.684)  0.27
H (-2.918, -7.438, 0.991)  0.27
H (-2.202, -3.018, 1.952)  1.06
H (-1.819, -2.910, 0.446)  -0.96
C (-0.151, -1.620, 3.733)  -0.10
C (-1.254, -0.902, 4.470)  -1.12
C (-1.347, 0.613, 4.347)  -0.04
O (-0.191, 1.113, 4.965)  -0.42
C (0.108, 2.388, 4.400)  -1.45
N (-2.388, -1.514, 4.049)  -0.48
H (0.740, -0.979, 4.177)  0.47
H (-0.185, -1.446, 2.630)  -0.71
H (0.061, -2.523, 4.120)  1.06
H (-0.993, -0.951, 5.427)  0.79
H (-2.302, 1.044, 4.810)  0.28
H (-1.384, 0.812, 3.222)  0.16
H (-0.743, 3.110, 4.658)  0.37
H (0.279, 2.240, 3.276)  0.28
H (0.922, 2.668, 5.025)  0.29
H (-3.229, -1.256, 4.533)  0.38
H (-2.527, -1.034, 3.129)  -0.12
C (4.458, 3.634, -0.715)  -0.75
C (3.372, 4.656, -0.722)  0.58
C (2.955, 5.100, -2.011)  -0.25
O (3.910, 5.794, -2.694)  -0.40
C (3.397, 5.943, -4.060)  -0.94
N (2.286, 4.079, 0.069)  -0.62
H (4.263, 2.555, -0.996)  -0.22
H (4.893, 3.657, 0.222)  0.12
H (5.142, 4.052, -1.459)  0.68
H (3.669, 5.622, 0.017)  0.30
H (2.076, 5.788, -1.701)  0.25
H (2.362, 4.220, -2.647)  -0.28
H (2.382, 6.050, -4.151)  0.38
H (3.525, 4.880, -4.429)  0.31
H (4.081, 6.576, -4.378)  0.39
H (2.684, 4.052, 0.958)  0.48
H (2.046, 3.171, -0.269)  0.15
C (-4.742, -0.105, -2.099)  -0.81
C (-4.078, 1.250, -2.047)  -0.07
C (-4.595, 2.133, -0.608)  -0.72
O (-6.008, 2.405, -0.990)  -0.36
C (-6.626, 2.904, 0.251)  -0.70
N (-2.688, 1.053, -1.819)  -0.37
H (-4.928, -0.533, -1.000)  0.16
H (-4.275, -0.939, -2.810)  -0.17
H (-5.593, -0.256, -2.609)  0.68
H (-4.299, 1.857, -2.894)  0.78
H (-4.003, 3.202, -0.383)  0.30
H (-4.151, 1.682, 0.208)  0.51
H (-6.163, 3.720, 0.969)  0.26
H (-6.702, 1.931, 0.984)  0.21
H (-7.416, 3.394, -0.097)  0.36
H (-2.161, 2.004, -1.631)  0.21
H (-2.425, 0.533, -2.833)  -0.17
C (0.727, 0.112, 0.359)  -1.05
O (1.809, 0.943, 0.205)  0.74
H (1.006, -0.780, 0.454)  2.01
H (-0.203, 0.076, -0.485)  -1.63
H (0.083, 0.389, 1.274)  -0.26
H (2.419, 0.604, 0.831)  -1.00
C (-3.023, -1.579, 0.710)  -0.68
O (-2.627, -0.228, 0.685)  -0.30
H (-2.130, -2.187, 1.143)  -0.89
H (-3.229, -1.796, -0.414)  -0.01
H (-3.896, -1.814, 1.158)  0.82
H (-2.825, -0.071, -0.207)  -0.14
C (2.896, -0.752, -1.783)  0.54
O (3.104, -1.930, -2.540)  -0.60
H (3.322, -0.664, -0.725)  0.28
H (2.018, -0.449, -1.654)  -0.86
H (3.599, 0.028, -2.326)  0.12
H (3.202, -2.605, -1.926)  0.40
C (1.360, 1.456, -3.259)  -0.04
O (1.324, 0.324, -4.222)  -0.62
H (0.552, 1.467, -2.568)  0.06
H (1.257, 2.423, -3.880)  0.22
H (2.346, 1.479, -2.770)  -0.10
H (0.562, -0.201, -3.957)  0.10

Results
multiplicity: 1
E: -59745.9486 eV
E_LUMO: 0.0192 Ha
E_HOMO: -7.86 eV
charge: 0
ΔE to the lowest compared entry with this formula, charge and spin: 31.611 eV
HOMO-LUMO gap: 8.377 eV
maximum force: 0.228 hartree/bohr



Molecular formula: C8H9CoN2O5S
Method: DFT, wB97M-V/def2-TZVPD

Each line ends with the Mulliken spin population.
Positions of all 26 atoms, in Å:
O (-1.464, 2.605, -5.376)  0.01
C (-0.841, 2.161, -4.531)  0.08
Co (-0.660, 0.820, -2.674)  1.66
C (-1.376, -0.042, -1.249)  0.08
O (-1.922, -0.700, -0.465)  0.02
C (1.169, 1.502, -2.471)  0.05
O (2.058, 1.091, -1.710)  0.02
C (-1.369, 2.267, -1.966)  0.02
O (-1.816, 3.190, -1.438)  0.02
C (-0.269, -0.592, -3.696)  0.03
O (0.141, -1.441, -4.366)  0.05
H (1.575, 2.399, -3.111)  0.04
C (1.310, -2.049, 1.670)  0.00
N (1.284, -0.602, 1.395)  0.04
C (0.219, 0.169, 1.706)  -0.05
S (-0.218, 1.522, 0.705)  0.88
N (-0.530, -0.140, 2.770)  0.04
C (-0.384, -1.066, 3.886)  0.00
H (1.752, -2.255, 2.645)  0.00
H (1.907, -2.531, 0.891)  0.00
H (0.286, -2.425, 1.646)  0.00
H (1.637, -0.381, 0.451)  0.00
H (-1.391, 0.375, 2.749)  0.00
H (0.635, -1.112, 4.253)  0.00
H (-1.031, -0.698, 4.681)  0.00
H (-0.701, -2.066, 3.603)  0.00

Results
multiplicity: 4
<S²>: 3.79
E: -70110.8191 eV
E_LUMO (alpha / beta): -0.1230 / -0.2618 Ha
E_HOMO (alpha / beta): -10.81 / -11.73 eV
charge: +1
ΔE to the lowest compared entry with this formula, charge and spin: 0.000 eV
HOMO-LUMO gap (alpha / beta): 7.466 / 4.607 eV
maximum force: 0.104 hartree/bohr



Molecular formula: C13H18BrF4NO2
Method: DFT, wB97M-V/def2-TZVPD

Each line ends with the Mulliken charge.
Positions of all 39 atoms, in Å:
C (2.919, -2.064, 0.759)  -1.32
C (1.808, -1.580, 1.685)  -0.65
C (0.433, -1.459, 1.024)  -1.14
C (0.194, -0.334, -0.006)  1.34
C (0.760, 0.999, 0.596)  -0.59
F (2.138, 0.902, 0.489)  -0.43
C (0.360, 2.386, 0.056)  -0.61
C (1.455, 3.054, -0.783)  -1.42
N (0.915, -0.580, -1.260)  -0.21
C (0.235, 0.057, -2.311)  -0.04
O (0.696, 0.294, -3.388)  -0.62
C (-1.186, 0.385, -1.875)  -0.92
C (-1.317, -0.201, -0.455)  1.40
C (-2.232, 0.687, 0.439)  -1.58
C (-2.956, 0.050, 1.611)  0.24
O (-2.466, -0.534, 2.506)  -0.42
Br (-4.889, 0.325, 1.561)  -0.17
C (-2.013, -1.560, -0.677)  0.49
F (-2.168, -2.325, 0.411)  -0.26
F (-1.370, -2.314, -1.595)  -0.27
F (-3.259, -1.332, -1.156)  -0.31
H (2.637, -3.011, 0.288)  0.30
H (3.140, -1.340, -0.024)  0.29
H (3.832, -2.248, 1.327)  0.41
H (1.693, -2.304, 2.497)  0.57
H (2.106, -0.648, 2.165)  0.36
H (0.238, -2.410, 0.518)  0.56
H (-0.333, -1.368, 1.793)  0.28
H (0.561, 0.956, 1.671)  0.51
H (0.133, 3.022, 0.915)  0.47
H (-0.546, 2.358, -0.539)  0.29
H (2.267, 3.419, -0.157)  0.35
H (1.032, 3.906, -1.316)  0.42
H (1.872, 2.371, -1.522)  0.29
H (1.146, -1.547, -1.445)  0.43
H (-1.400, 1.447, -1.962)  0.35
H (-1.848, -0.109, -2.588)  0.43
H (-1.629, 1.451, 0.934)  0.35
H (-2.956, 1.200, -0.188)  0.82

Results
multiplicity: 1
E: -100271.3610 eV
E_LUMO: 0.0152 Ha
E_HOMO: -10.20 eV
charge: 0
ΔE to the lowest compared entry with this formula, charge and spin: 0.000 eV
HOMO-LUMO gap: 10.613 eV
structure (SMILES): CCC[C@@]1([C@@H](F)CC)NC(=O)C[C@@]1(CC(=O)Br)C(F)(F)F
maximum force: 0.014 hartree/bohr



Molecular formula: C32H12F15FeO5Si
Method: DFT, wB97M-V/def2-TZVPD

Each line ends with the Mulliken spin population.
Positions of all 66 atoms, in Å:
F (1.153, -3.485, 2.373)  0.00
C (0.664, -2.294, 1.978)  0.01
C (0.317, -2.085, 0.640)  -0.01
F (0.481, -3.074, -0.260)  0.00
C (-0.145, -0.833, 0.234)  0.00
F (-0.539, -0.699, -1.060)  0.00
C (-0.220, 0.264, 1.097)  0.00
Si (-0.712, 1.983, 0.566)  0.00
C (-0.663, 2.318, -1.264)  0.01
C (-1.703, 2.937, -1.974)  0.00
F (-2.903, 3.167, -1.372)  0.00
C (-1.590, 3.296, -3.313)  0.00
F (-2.645, 3.828, -3.962)  0.00
C (-0.393, 3.078, -3.994)  0.00
F (-0.260, 3.460, -5.275)  0.00
C (0.633, 2.385, -3.350)  0.00
F (1.780, 2.103, -3.996)  0.00
C (0.449, 1.978, -2.035)  -0.02
F (1.398, 1.161, -1.500)  0.01
C (-2.353, 2.436, 1.303)  0.00
C (-3.343, 1.472, 1.512)  0.00
F (-3.129, 0.187, 1.107)  0.00
C (-4.574, 1.776, 2.086)  0.00
F (-5.508, 0.817, 2.240)  0.00
C (-4.827, 3.083, 2.504)  0.00
F (-6.009, 3.393, 3.066)  0.00
C (-3.859, 4.067, 2.315)  0.00
F (-4.106, 5.337, 2.688)  0.00
C (-2.658, 3.739, 1.698)  0.00
F (-1.769, 4.734, 1.457)  0.00
O (0.355, 3.059, 1.374)  0.03
C (1.628, 3.274, 1.540)  0.04
C (2.657, 3.408, 0.504)  0.59
C (3.833, 3.997, 1.275)  -0.01
C (3.508, 3.729, 2.727)  0.01
O (2.072, 3.324, 2.765)  0.06
C (0.108, 0.001, 2.433)  0.00
F (0.061, 1.024, 3.326)  0.00
C (0.546, -1.242, 2.878)  0.00
F (0.912, -1.419, 4.162)  0.00
H (2.366, 3.972, -0.404)  -0.01
H (4.770, 3.509, 0.995)  0.01
H (4.007, 5.068, 1.110)  0.01
H (4.107, 2.888, 3.081)  0.00
H (3.632, 4.589, 3.397)  0.00
O (9.209, -3.193, 1.828)  0.04
C (8.223, -2.696, 1.445)  -0.01
Fe (6.685, -1.839, 1.385)  1.81
C (6.065, -2.112, 3.036)  -0.03
O (5.548, -2.113, 4.080)  0.01
C (7.329, -0.420, 2.206)  -0.01
O (7.609, 0.551, 2.778)  -0.01
C (3.609, 1.209, 0.055)  0.43
C (4.629, 1.253, -0.872)  -0.01
C (5.746, 0.421, -1.055)  0.46
C (5.992, -0.906, -0.670)  0.02
C (5.052, -1.691, 0.096)  0.14
C (4.097, -1.107, 0.971)  0.10
C (3.491, 0.176, 0.985)  0.19
H (2.898, 2.211, 0.141)  0.02
H (4.621, 2.125, -1.544)  0.01
H (6.532, 0.875, -1.677)  0.01
H (6.750, -1.434, -1.273)  0.01
H (4.956, -2.769, -0.158)  0.04
H (3.630, -1.812, 1.677)  0.02
H (2.851, 0.348, 1.863)  0.04

Results
multiplicity: 5
<S²>: 6.06
E: -126628.6908 eV
E_LUMO (alpha / beta): -0.1344 / -0.2046 Ha
E_HOMO (alpha / beta): -9.71 / -11.64 eV
charge: +1
ΔE to the lowest compared entry with this formula, charge and spin: 0.000 eV
HOMO-LUMO gap (alpha / beta): 6.050 / 6.070 eV
maximum force: 0.105 hartree/bohr